1.
{
  "formula": "C16H19B2ClF4N4O7V",
  "method": "ωB97M-V/def2-TZVPD",
  "spin_multiplicity": 1,
  "fmax_ev_per_a": 1.9,
  "e_homo_ev": [-12.3, -12.3],
  "molar_mass_da": 563.36,
  "lumo_energy_ev": [-6.0, -6.0],
  "de_lowest_kcal_mol": 0.00,
  "gap_ev": [6.34, 6.34],
  "energy_ha": -3220.18927,
  "charge": 1,
  "elements": ["V", "C", "C", "N", "O", "B", "F", "F", "O", "N", "C", "C", "C", "N", "O", "B", "F", "F", "O", "N", "C", "C", "C", "H", "H", "H", "H", "H", "H", "H", "H", "H", "H", "H", "H", "C", "O", "H", "H", "H", "Cl", "C", "C", "C", "C", "C", "C", "C", "O", "O", "H", "H", "H", "H"],
  "positions_angstrom": [[0.4957, -0.4977, 0.0795], [-3.6399, 0.5693, 0.8522], [-2.3318, -0.0900, 0.6169], [-1.1945, 0.4473, 0.8915], [-1.1827, 1.7038, 1.3430], [-0.1340, 2.0238, 2.3920], [-0.1896, 3.3494, 2.6154], [-0.3539, 1.1951, 3.4833], [1.2666, 1.7068, 1.8542], [1.3748, 0.3829, 1.7030], [1.8313, -0.3254, 2.6717], [2.4484, 0.2292, 3.8961], [1.5681, -1.7694, 2.4988], [0.7902, -2.0087, 1.5048], [0.3515, -3.2640, 1.3724], [0.2713, -3.8234, -0.0357], [-0.1808, -5.0883, 0.0595], [1.4898, -3.6761, -0.6618], [-0.7939, -3.0017, -0.7764], [-1.0392, -1.8172, -0.2383], [-2.2351, -1.4388, 0.0175], [-3.4295, -2.2757, -0.2642], [2.0329, -2.8156, 3.4384], [-3.5026, 1.5042, 1.3843], [-4.2981, -0.0881, 1.4206], [-4.1261, 0.7672, -0.1065], [2.5319, 1.3080, 3.8256], [3.4323, -0.2196, 4.0448], [1.8295, -0.0265, 4.7588], [-3.1296, -3.2941, -0.4909], [-3.9681, -1.8665, -1.1224], [-4.1073, -2.2679, 0.5881], [2.9414, -2.5059, 3.9483], [2.1905, -3.7490, 2.9023], [1.2601, -2.9987, 4.1903], [2.7894, -1.2251, -1.8121], [1.7257, -1.0623, -0.8903], [3.3701, -2.0832, -1.4802], [3.3771, -0.3078, -1.8063], [2.3597, -1.4167, -2.7942], [-0.5246, 5.3736, -5.7715], [-0.3361, 4.1551, -4.5720], [-0.9075, 2.9040, -4.7825], [-0.7581, 1.9282, -3.8186], [-0.0350, 2.2089, -2.6587], [0.5340, 3.4669, -2.4561], [0.3812, 4.4462, -3.4167], [0.1202, 1.1879, -1.6432], [-0.4524, 0.0490, -1.6697], [0.8516, 1.3360, -0.6059], [-1.4582, 2.7118, -5.6920], [-1.1931, 0.9477, -3.9608], [1.0804, 3.6709, -1.5448], [0.8065, 5.4302, -3.2816]],
  "mulliken_charge": [-0.871, -1.800, 0.607, 1.148, -0.670, 0.945, -0.311, -0.369, -0.544, 0.904, 0.612, -2.038, 0.547, 0.591, -0.603, 0.647, -0.295, -0.310, -0.577, 0.943, 0.588, -1.755, -1.597, 0.409, 0.427, 0.343, 0.375, 0.558, 0.353, 0.422, 0.334, 0.433, 0.422, 0.434, 0.304, -0.907, 0.436, 0.317, 0.388, 0.337, -0.165, 0.433, -0.848, -0.348, -0.092, -0.278, -0.881, 1.514, -0.588, -0.794, 0.437, 0.484, 0.506, 0.443]
}

2.
{
  "formula": "C16H19ClFN4",
  "method": "ωB97M-V/def2-TZVPD",
  "spin_multiplicity": 1,
  "fmax_ev_per_a": 3.7,
  "e_homo_ev": -7.5,
  "molar_mass_da": 321.81,
  "lumo_energy_ev": -4.8,
  "de_lowest_kcal_mol": 135.86,
  "gap_ev": 2.74,
  "energy_ha": -1399.63726,
  "charge": 1,
  "elements": ["Cl", "C", "N", "C", "C", "N", "F", "C", "C", "C", "C", "H", "H", "H", "H", "H", "H", "H", "H", "H", "H", "H", "H", "H", "H", "C", "C", "N", "C", "C", "C", "C", "C", "C", "C", "N", "H", "H", "H", "H", "H"],
  "positions_angstrom": [[-4.7685, 9.3796, 13.5417], [-3.4069, 10.0361, 12.6721], [-3.0420, 9.1365, 11.5187], [-2.6943, 7.7456, 12.0478], [-2.3487, 6.8077, 10.8917], [-2.4576, 7.5565, 9.5729], [-2.1446, 6.6989, 8.5363], [-1.5010, 8.7371, 9.5731], [-1.8410, 9.6781, 10.7306], [-3.8812, 8.0650, 9.4082], [-4.2302, 9.0018, 10.5664], [-3.6629, 11.0285, 12.3074], [-2.5635, 10.1306, 13.3529], [-1.8701, 7.8327, 12.7613], [-3.5517, 7.3759, 12.6162], [-1.3359, 6.4082, 10.9775], [-3.0249, 5.9504, 10.8511], [-0.4837, 8.3468, 9.6428], [-1.5819, 9.2322, 8.6030], [-2.0783, 10.6820, 10.3685], [-0.9925, 9.7915, 11.4106], [-3.9559, 8.5659, 8.4405], [-4.5494, 7.2015, 9.3690], [-5.0817, 8.6252, 11.1391], [-4.5164, 9.9966, 10.2134], [-1.3234, 4.5190, 5.8110], [-2.5961, 4.0420, 5.8690], [-3.6694, 3.5707, 5.9579], [-0.2565, 3.8011, 6.4503], [1.0403, 4.3322, 6.5139], [2.0561, 3.6362, 7.1215], [1.8108, 2.3887, 7.6637], [0.5451, 1.8358, 7.5996], [-0.4798, 2.5379, 7.0154], [-1.0360, 5.6331, 5.0862], [-0.7044, 6.5653, 4.4517], [1.2280, 5.2980, 6.0764], [3.0463, 4.0596, 7.1771], [2.6122, 1.8384, 8.1248], [0.3702, 0.8477, 7.9947], [-1.4680, 2.1146, 6.9559]],
  "mulliken_charge": [-0.041, -0.454, -0.382, -0.372, -0.708, 0.164, -0.078, -0.704, -0.356, -0.705, -0.374, 0.407, 0.406, 0.464, 0.451, 0.367, 0.406, 0.404, 0.419, 0.429, 0.436, 0.367, 0.412, 0.441, 0.475, -0.125, 0.271, -0.693, 0.956, -0.616, -0.591, -0.442, -0.613, -0.512, 0.221, -0.690, 0.398, 0.395, 0.382, 0.391, 0.396]
}

3.
{
  "formula": "C16H19F3N4O4",
  "method": "ωB97M-V/def2-TZVPD",
  "spin_multiplicity": 1,
  "fmax_ev_per_a": 0.8,
  "e_homo_ev": -8.9,
  "molar_mass_da": 388.35,
  "lumo_energy_ev": 0.4,
  "de_lowest_kcal_mol": 1.73,
  "gap_ev": 9.25,
  "energy_ha": -1440.72389,
  "charge": 0,
  "elements": ["C", "O", "C", "C", "N", "C", "O", "C", "O", "N", "N", "C", "C", "C", "C", "O", "N", "C", "C", "C", "C", "C", "C", "F", "F", "F", "C", "H", "H", "H", "H", "H", "H", "H", "H", "H", "H", "H", "H", "H", "H", "H", "H", "H", "H", "H"],
  "positions_angstrom": [[-4.6128, -3.3166, -1.0480], [-5.3560, -2.1271, -1.2110], [-6.1493, -1.7683, -0.1144], [-5.3444, -1.3246, 1.1237], [-4.4064, -0.2850, 0.7932], [-3.1056, -0.5109, 0.5930], [-2.5099, -1.5542, 0.8098], [-2.3798, 0.7335, 0.0795], [-2.9689, 1.7691, -0.1808], [-1.0652, 0.4826, -0.0549], [-0.0936, 1.2616, -0.6224], [0.0402, 2.4975, -0.3301], [-0.7042, 3.2490, 0.7166], [1.1205, 3.2198, -1.0785], [2.5007, 2.8603, -0.5099], [3.2565, 3.6890, -0.0652], [2.7338, 1.5239, -0.5952], [3.8548, 0.8067, -0.1901], [5.0073, 1.4151, 0.3051], [6.0911, 0.6431, 0.6797], [6.0551, -0.7365, 0.5703], [4.9048, -1.3392, 0.0795], [4.8483, -2.8313, -0.0825], [5.6514, -3.4837, 0.7698], [3.6136, -3.3278, 0.1009], [5.2221, -3.2189, -1.3197], [3.8101, -0.5817, -0.3040], [-4.2200, -3.5615, -2.0328], [-3.7777, -3.1850, -0.3530], [-5.2534, -4.1342, -0.6978], [-6.7616, -0.9347, -0.4701], [-6.8102, -2.5980, 0.1810], [-6.0376, -0.9693, 1.8903], [-4.7637, -2.1608, 1.5198], [-4.7519, 0.6124, 0.4735], [-0.8102, -0.4985, 0.0491], [-0.8800, 2.6082, 1.5817], [-1.6846, 3.5439, 0.3383], [-0.1532, 4.1339, 1.0220], [1.1118, 2.9242, -2.1287], [0.9910, 4.2980, -1.0033], [1.9433, 0.9708, -0.9185], [5.0421, 2.4881, 0.3940], [6.9778, 1.1241, 1.0617], [6.8997, -1.3394, 0.8637], [2.9241, -1.0674, -0.6856]],
  "mulliken_charge": [-0.623, -0.341, -0.440, -0.816, -0.071, 0.596, -0.714, 0.538, -0.690, -0.001, -0.737, 1.154, -1.438, -1.315, 0.709, -0.632, -0.018, 0.676, -0.609, -0.640, -0.769, -0.067, 0.940, -0.273, -0.264, -0.252, -0.487, 0.227, 0.259, 0.299, 0.342, 0.344, 0.363, 0.368, 0.244, 0.313, 0.349, 0.321, 0.444, 0.366, 0.411, 0.174, 0.540, 0.393, 0.435, 0.393]
}

4.
{
  "formula": "C16H19F4NO3",
  "method": "ωB97M-V/def2-TZVPD",
  "spin_multiplicity": 1,
  "fmax_ev_per_a": 0.7,
  "e_homo_ev": -9.2,
  "molar_mass_da": 349.32,
  "lumo_energy_ev": 0.7,
  "de_lowest_kcal_mol": 4.17,
  "gap_ev": 9.95,
  "energy_ha": -1301.04035,
  "charge": 0,
  "elements": ["O", "C", "N", "C", "C", "C", "C", "C", "O", "C", "C", "C", "C", "C", "O", "C", "C", "F", "F", "C", "F", "F", "C", "C", "H", "H", "H", "H", "H", "H", "H", "H", "H", "H", "H", "H", "H", "H", "H", "H", "H", "H", "H"],
  "positions_angstrom": [[2.6592, 1.8848, -0.5582], [2.0212, 1.1354, 0.1570], [2.5955, 0.3760, 1.1206], [4.0207, 0.3285, 1.3287], [4.6398, -0.9775, 0.7918], [4.5256, -1.0793, -0.7444], [5.9687, -1.3116, -1.1999], [6.7600, -0.7082, -0.0408], [6.0178, -1.0361, 1.1167], [0.5374, 1.0082, 0.0589], [-0.1906, 2.1318, -0.3217], [-1.5638, 2.0684, -0.4480], [-2.2353, 0.8755, -0.2070], [-3.7354, 0.8220, -0.3247], [-4.1483, -0.5159, -0.5681], [-5.4149, -0.6906, -1.1046], [-6.5343, -0.9441, -0.0710], [-7.6928, -1.1594, -0.7596], [-6.3095, -2.0848, 0.6213], [-6.8327, 0.1759, 0.9509], [-6.8289, 1.3768, 0.3350], [-5.8967, 0.2210, 1.9126], [-1.5104, -0.2513, 0.1548], [-0.1350, -0.1882, 0.2849], [2.0206, -0.2286, 1.6840], [4.2462, 0.4154, 2.3954], [4.4523, 1.1821, 0.8008], [4.1617, -1.8277, 1.2964], [3.8627, -1.8867, -1.0489], [4.1408, -0.1441, -1.1494], [6.1936, -0.8352, -2.1506], [6.1803, -2.3786, -1.2755], [7.7587, -1.1283, 0.0810], [6.8377, 0.3827, -0.1513], [0.3427, 3.0490, -0.5196], [-2.1195, 2.9479, -0.7394], [-4.0691, 1.4719, -1.1459], [-4.1713, 1.2040, 0.6092], [-5.7343, 0.1584, -1.7254], [-5.3806, -1.5951, -1.7237], [-7.8164, 0.0207, 1.4195], [-2.0345, -1.1782, 0.3231], [0.4110, -1.0868, 0.5354]],
  "mulliken_charge": [-0.643, 0.487, -0.097, -1.105, 0.268, -0.545, -0.516, -0.486, -0.471, 0.774, -0.681, -0.784, 0.551, -0.370, -0.286, -0.852, 0.988, -0.316, -0.290, 0.039, -0.260, -0.235, -0.745, -0.808, 0.239, 0.323, 0.382, 0.329, 0.339, 0.229, 0.333, 0.247, 0.342, 0.262, 0.443, 0.395, 0.397, 0.276, 0.371, 0.387, 0.279, 0.433, 0.377]
}

5.
{
  "formula": "C16H19FeN2O3",
  "method": "ωB97M-V/def2-TZVPD",
  "spin_multiplicity": 5,
  "fmax_ev_per_a": 8.7,
  "e_homo_ev": [-8.7, -10.8],
  "molar_mass_da": 343.18,
  "lumo_energy_ev": [-3.1, -4.6],
  "de_lowest_kcal_mol": 54.34,
  "gap_ev": [5.56, 6.18],
  "energy_ha": -2219.48571,
  "charge": 1,
  "elements": ["C", "N", "C", "C", "N", "C", "C", "C", "H", "H", "H", "H", "H", "H", "H", "H", "H", "H", "H", "H", "O", "C", "Fe", "C", "O", "C", "O", "C", "C", "C", "C", "C", "C", "C", "H", "H", "H", "H", "H", "H", "H"],
  "positions_angstrom": [[-2.1570, 2.1773, -2.0769], [-0.7770, 2.5909, -1.9427], [-0.4286, 3.9956, -2.0668], [1.0787, 3.9902, -1.9300], [1.4061, 2.5732, -1.9150], [2.7846, 2.1512, -1.7923], [0.3025, 1.8022, -1.7796], [0.2342, 0.3048, -1.4674], [-2.3076, 1.2070, -1.5970], [-2.8171, 2.9193, -1.6071], [-2.4569, 2.0968, -3.1345], [-0.7256, 4.4288, -3.0333], [-0.9046, 4.6077, -1.2863], [1.5550, 4.5281, -2.7584], [1.3871, 4.5024, -1.0046], [2.9260, 1.1764, -2.2656], [3.4494, 2.8638, -2.2968], [3.0938, 2.0891, -0.7386], [1.1708, -0.1238, -1.8809], [-0.5456, -0.1053, -2.1601], [-1.6153, -4.7392, 4.6732], [-1.3368, -4.1710, 3.6874], [-1.0486, -2.8473, 2.5835], [-2.5847, -1.9377, 2.8172], [-3.4334, -1.2468, 3.2210], [-0.3939, -1.8337, 3.8788], [-0.0758, -1.2791, 4.8525], [0.0731, -0.6644, 0.0452], [1.3660, -1.0607, 0.6195], [1.6514, -2.1118, 1.4447], [0.8752, -3.2007, 2.0131], [-0.0251, -3.9455, 1.1747], [-0.9351, -3.1279, 0.4560], [-0.9772, -1.6841, 0.5485], [-0.2935, 0.3713, 0.2921], [2.1852, -0.3304, 0.4599], [2.6882, -2.2293, 1.7372], [1.3585, -3.8113, 2.7855], [-0.0432, -5.0349, 1.1731], [-1.6934, -3.6271, -0.1608], [-2.0095, -1.2643, 0.4318]],
  "mulliken_spin": [0.000, 0.010, 0.000, 0.000, 0.009, 0.003, 0.018, 0.151, 0.001, 0.000, 0.000, 0.000, 0.000, 0.000, 0.001, -0.001, 0.000, 0.000, -0.017, -0.009, 0.070, -0.072, 2.619, 0.079, 0.010, -0.014, -0.026, -0.095, 0.243, -0.110, 0.434, -0.079, 0.137, 0.553, 0.030, 0.018, 0.015, 0.003, -0.002, 0.024, -0.002]
}

6.
{
  "formula": "C16H19N2O5V",
  "method": "ωB97M-V/def2-TZVPD",
  "spin_multiplicity": 3,
  "fmax_ev_per_a": 0.6,
  "e_homo_ev": [-8.3, -8.3],
  "molar_mass_da": 370.28,
  "lumo_energy_ev": [-0.1, 0.0],
  "gap_ev": [8.18, 8.23],
  "energy_ha": -2050.94254,
  "charge": 0,
  "elements": ["V", "C", "C", "O", "C", "C", "C", "N", "N", "C", "O", "C", "C", "C", "C", "C", "C", "H", "H", "H", "H", "H", "H", "H", "H", "H", "H", "H", "H", "C", "C", "C", "O", "C", "O", "O", "H", "H", "H", "H", "H", "H", "H"],
  "positions_angstrom": [[0.7266, 0.3493, 0.3752], [2.5517, 4.0728, 0.7365], [1.6528, 3.0700, 0.0801], [1.2677, 2.1074, 0.8784], [1.2701, 3.1935, -1.2279], [0.3706, 2.3122, -1.8983], [-0.2501, 2.7403, -3.1902], [0.0680, 1.1558, -1.3686], [-0.9385, 0.4242, -2.0039], [-1.3089, -0.5302, -1.2202], [-0.8055, -0.6917, -0.0066], [-2.3327, -1.5067, -1.6572], [-2.7741, -2.4877, -0.7768], [-3.7327, -3.4048, -1.1829], [-4.2534, -3.3456, -2.4663], [-3.8137, -2.3654, -3.3484], [-2.8572, -1.4494, -2.9473], [2.0280, 4.5350, 1.5748], [2.8756, 4.8475, 0.0457], [3.4259, 3.5585, 1.1379], [1.6005, 4.0662, -1.7711], [0.1702, 3.6853, -3.5240], [-1.3280, 2.8457, -3.0640], [-0.1041, 1.9733, -3.9500], [-2.3633, -2.5233, 0.2224], [-4.0739, -4.1673, -0.4947], [-5.0008, -4.0615, -2.7830], [-4.2175, -2.3183, -4.3514], [-2.5047, -0.6838, -3.6246], [2.1588, -0.6719, 4.2600], [1.6566, -0.9708, 2.8663], [0.9710, -2.3228, 2.7697], [0.6476, 0.0211, 2.4847], [2.7765, -0.8823, 1.8083], [3.9364, -0.9686, 2.1177], [2.3043, -0.7146, 0.5897], [1.3334, -0.7080, 4.9717], [2.6345, 0.3103, 4.3038], [2.9103, -1.4066, 4.5400], [0.1692, -2.3795, 3.5063], [1.6916, -3.1162, 2.9665], [0.5491, -2.4715, 1.7758], [0.9121, 0.8800, 2.8458]],
  "mulliken_spin": [1.967, 0.000, 0.002, -0.025, -0.009, 0.027, 0.004, 0.054, 0.010, -0.012, 0.003, 0.000, -0.001, 0.000, 0.000, 0.000, -0.002, 0.000, 0.000, 0.000, 0.000, 0.000, 0.001, 0.001, 0.001, 0.000, 0.000, 0.000, 0.000, 0.000, -0.012, 0.007, -0.009, 0.011, -0.004, -0.017, 0.000, 0.000, 0.001, 0.000, 0.000, -0.005, 0.004]
}